14 unconnected molecules or ions with the total composition C70H182N14O21. Source: the OMol25 dataset; level of theory: ωB97M-V with the def2-TZVPD basis set.

```
287
Properties=species:S:1:pos:R:3:forces:R:3:mulliken_charge:R:1
C 7.804603 -24.971723 23.082579 -0.94 0.20 -0.78 -0.59
O 6.564035 -25.493194 23.556139 0.80 0.04 0.56 -0.35
C 6.456736 -26.879529 23.347903 -1.41 -0.37 -0.45 -0.63
C 4.993194 -27.253674 23.602907 1.01 0.25 0.04 0.50
N 4.157547 -26.707625 22.533821 0.80 0.78 0.96 0.80
C 2.780325 -27.073488 22.721833 -0.75 0.08 0.04 0.13
C 1.910677 -26.464346 21.651880 -0.57 -0.06 -1.14 -0.29
O 1.986875 -25.051229 21.711800 0.36 0.11 0.06 -0.43
C 1.531729 -24.363361 20.549680 0.20 -0.52 0.08 -0.55
H 8.604793 -25.681410 23.230993 0.45 -0.09 0.43 0.45
H 7.978161 -24.004115 23.574497 0.07 -0.42 -0.18 0.21
H 7.718103 -24.837869 21.983873 0.19 0.16 0.46 -0.01
H 7.106484 -27.547482 23.935256 0.22 0.65 0.21 0.57
H 6.609358 -27.086839 22.292735 0.40 -0.18 -0.42 0.01
H 4.742398 -26.832182 24.591401 -0.22 -0.34 -0.04 0.41
H 4.955602 -28.339743 23.629738 -0.34 -0.18 0.03 -0.65
H 4.276552 -25.702872 22.692626 -0.36 -0.19 -0.58 -0.42
H 2.322165 -26.813898 23.688536 0.39 0.11 0.22 0.49
H 2.777545 -28.156643 22.659764 -0.49 -0.28 -0.17 -0.53
H 0.842043 -26.733134 21.727307 0.27 -0.31 0.27 0.48
H 2.241627 -26.862416 20.665408 0.01 0.49 0.25 -0.17
H 0.461412 -24.537693 20.345301 0.28 0.16 0.17 0.38
H 2.102916 -24.719580 19.675627 -0.11 0.20 0.07 0.00
H 1.741666 -23.301829 20.719601 -0.16 -0.28 -0.16 0.24
C 5.669417 -34.940056 14.594076 -0.39 -0.62 -0.59 -0.60
O 4.498094 -34.347836 14.094858 -0.27 0.33 -0.13 -0.27
C 4.504973 -34.256784 12.683466 -0.84 0.51 -0.34 -0.66
C 5.499088 -33.246431 12.174482 0.86 -0.85 -0.72 -0.65
N 5.250507 -31.916029 12.603862 -1.36 -0.05 0.26 0.02
C 6.200000 -30.951552 12.198225 0.70 1.30 -0.32 -0.68
C 6.016018 -29.628455 12.965089 0.41 -0.92 0.41 -0.75
O 6.116942 -29.949206 14.367212 0.10 0.53 -0.19 0.19
C 6.176449 -28.776058 15.190228 -0.73 -0.14 -0.69 -1.39
H 5.844075 -35.832288 13.995967 0.25 -0.50 0.17 0.43
H 5.474348 -35.200277 15.621021 0.12 -0.07 0.35 0.10
H 6.563525 -34.338831 14.501044 0.06 0.48 0.02 0.26
H 3.512679 -33.863624 12.386680 0.25 -0.47 0.27 0.28
H 4.673632 -35.245496 12.191751 -0.05 0.49 0.45 0.41
H 5.428807 -33.301181 11.070498 0.27 0.09 0.32 0.45
H 6.514951 -33.588028 12.471286 -0.07 0.10 -0.35 0.24
H 5.041218 -31.855625 13.583419 0.13 -0.06 0.37 -0.04
H 6.052231 -30.735806 11.114209 0.38 -0.12 0.53 0.34
H 7.248466 -31.285468 12.377426 -0.29 0.09 -0.24 0.34
H 5.055780 -29.171493 12.730519 -0.31 0.02 0.15 0.40
H 6.796526 -28.918507 12.674404 0.10 -0.03 0.03 0.42
H 5.422101 -28.064749 14.828175 0.00 0.05 0.21 0.62
H 7.143810 -28.291911 15.096432 0.36 0.05 0.11 0.64
H 5.946066 -29.011017 16.237658 0.17 -0.27 -0.33 0.08
C 3.053169 -30.938145 24.083325 -1.77 -0.49 -0.40 0.52
O 3.038484 -30.867071 25.481764 -0.43 0.12 0.03 -0.49
C 4.306558 -30.756307 26.002356 1.90 1.49 0.34 0.44
C 4.253149 -30.540617 27.522289 -0.09 -1.43 -0.72 -1.11
N 5.559904 -30.500828 28.150815 -0.43 -0.17 -1.60 -0.15
C 5.464967 -30.333354 29.548988 1.55 0.89 0.76 -0.70
C 6.935411 -30.410088 30.078356 -1.99 -0.07 1.36 -0.55
O 7.352653 -31.731466 29.821973 -0.21 -0.05 -0.44 -0.28
C 8.597093 -32.083883 30.357469 0.62 0.35 -0.19 -0.72
H 3.704546 -31.710036 23.698075 0.33 -0.40 0.01 -0.05
H 3.291207 -30.027214 23.536911 0.22 0.47 0.41 -0.47
H 1.999662 -31.194753 23.856028 0.59 0.09 -0.37 0.41
H 4.804310 -29.826796 25.595482 -0.23 -0.71 0.10 -0.23
H 4.937525 -31.613107 25.680256 -0.19 0.14 0.41 0.15
H 3.686844 -31.375850 27.935779 -0.47 -0.16 0.15 0.44
H 3.686086 -29.642372 27.716672 -0.02 0.44 0.13 0.34
H 6.068855 -31.349997 27.965933 0.07 -0.29 -0.25 0.25
H 4.891379 -31.071919 30.130485 -0.15 -0.14 -0.32 0.30
H 4.983630 -29.350039 29.651535 0.37 -0.09 0.76 0.42
H 6.846190 -30.257465 31.177414 0.50 0.10 -0.37 0.39
H 7.581423 -29.665149 29.625094 0.17 0.10 -0.16 0.38
H 8.879335 -33.053080 29.915887 -0.04 0.43 0.24 0.23
H 8.554569 -32.165847 31.447708 -0.04 -0.09 0.07 0.27
H 9.363501 -31.310671 30.116614 -0.29 -0.51 0.02 0.29
C 9.738555 -30.332153 19.343060 -1.27 0.60 -1.20 -0.06
O 11.073470 -30.013890 19.297879 1.35 0.11 0.29 -0.51
C 11.637434 -29.994847 18.011491 -0.19 -0.05 -0.72 -0.34
C 11.807250 -31.350388 17.328299 -1.04 0.71 -0.08 -0.32
N 12.937243 -32.092436 17.818144 -0.37 0.19 0.09 -0.28
C 12.789571 -32.735751 19.110330 -0.07 -0.91 0.29 0.49
C 14.072411 -33.505982 19.417120 -0.30 0.50 0.15 -0.96
O 14.375958 -34.449154 18.399882 -0.39 -0.06 0.38 -0.37
C 13.475348 -35.521675 18.527226 0.09 -1.63 -0.03 -0.58
H 9.155717 -29.728584 18.616925 0.20 0.09 0.05 0.20
H 9.368166 -30.053977 20.299349 -0.29 -0.02 1.01 0.27
H 9.472017 -31.348596 19.094230 0.21 -0.69 0.16 -0.10
H 12.633489 -29.550419 18.063574 -0.11 0.08 0.33 0.22
H 11.026482 -29.352643 17.346757 0.03 -0.09 0.23 0.16
H 11.996175 -31.066418 16.290585 0.17 -0.24 -0.13 0.54
H 10.825238 -31.895429 17.302377 0.56 0.11 0.24 -0.12
H 13.192773 -32.724286 17.079555 0.43 -0.62 0.28 0.30
H 11.923342 -33.428057 19.231238 0.18 0.22 -0.56 -0.41
H 12.603842 -32.032910 19.917448 0.25 0.53 -0.14 0.40
H 14.004008 -33.984803 20.407517 -0.07 -0.12 -0.24 0.38
H 14.876971 -32.789019 19.477736 0.44 0.12 -0.25 0.41
H 12.424566 -35.288571 18.347746 0.05 0.28 -0.28 0.18
H 13.503775 -35.926936 19.550876 0.10 0.06 -0.05 0.33
H 13.750125 -36.371044 17.860452 0.02 0.86 0.23 0.28
C 4.789181 -26.068513 17.057603 -0.27 0.51 0.36 0.37
O 4.108959 -25.739477 15.863904 0.72 -0.69 -0.21 -0.11
C 3.337521 -24.556874 15.932762 0.33 -0.73 0.08 -0.09
C 2.786551 -24.312801 14.532267 -0.48 -1.22 -0.23 -0.79
N 3.805964 -23.919534 13.595501 0.82 0.58 0.33 -0.31
C 3.406977 -23.721563 12.198730 0.41 -0.89 0.31 -0.64
C 4.636431 -23.418776 11.358071 -0.07 0.68 0.08 -0.68
O 5.419704 -24.568902 11.279063 0.40 -1.52 0.38 -0.23
C 6.671128 -24.446106 10.616943 -1.24 1.09 -0.11 -0.77
H 4.121791 -26.450001 17.858299 -0.03 0.25 -0.36 -0.03
H 5.304978 -25.170767 17.445894 0.02 -0.36 -0.03 0.19
H 5.506111 -26.860621 16.860353 0.04 0.10 -0.18 -0.60
H 3.998337 -23.733781 16.260597 -0.41 0.02 -0.08 0.36
H 2.573094 -24.776862 16.699232 -0.20 0.69 -0.37 -0.11
H 2.002397 -23.582722 14.626603 -0.36 0.63 -0.21 0.43
H 2.312049 -25.251329 14.130745 -0.02 0.40 0.76 0.24
H 4.604313 -24.554455 13.730895 -0.54 0.37 -0.67 0.26
H 2.686922 -22.908176 12.099775 0.09 0.17 0.26 0.38
H 2.912812 -24.615309 11.770112 0.08 0.07 0.08 0.30
H 5.209725 -22.635093 11.863820 -0.02 0.25 -0.03 0.35
H 4.341478 -23.040315 10.360827 0.09 -0.23 0.14 0.48
H 7.349249 -23.795810 11.167149 0.17 0.06 0.14 0.32
H 6.412784 -23.972499 9.675506 0.58 0.13 -0.58 0.32
H 7.128858 -25.405553 10.432252 -0.16 -0.36 0.20 0.21
C 5.518934 -23.762909 20.355134 0.96 -1.26 0.14 -0.09
O 4.713059 -22.788775 20.893368 -0.68 1.42 -1.01 -0.41
C 4.604517 -22.767612 22.282049 0.00 -0.22 0.14 0.87
C 3.586779 -21.705240 22.716493 1.42 0.00 1.06 -1.29
N 4.012017 -20.325326 22.454195 -1.19 -0.56 0.41 -0.30
C 5.192493 -19.885294 23.141958 0.76 -0.16 -0.59 -0.27
C 5.550451 -18.497216 22.647622 0.68 0.46 0.41 -0.82
O 5.723160 -18.539220 21.250641 0.25 -1.60 0.22 -0.24
C 5.981789 -17.328333 20.675637 -1.14 1.77 -0.42 -0.82
H 5.468534 -23.745598 19.263633 -0.22 0.16 0.15 0.19
H 5.205972 -24.758948 20.718440 0.03 0.03 -0.21 -0.18
H 6.596183 -23.670581 20.619694 -0.44 0.27 0.01 0.30
H 5.617823 -22.550256 22.703043 -0.71 -0.42 0.11 0.01
H 4.213316 -23.754147 22.571345 0.34 0.15 0.50 -0.12
H 3.543616 -21.817850 23.817610 -0.12 0.10 -0.30 0.39
H 2.585775 -21.954625 22.372831 0.03 0.32 -0.42 0.33
H 4.114691 -20.149636 21.477724 0.06 -0.03 -0.67 0.32
H 6.075286 -20.540675 22.966814 -0.21 0.27 -0.03 0.12
H 5.046895 -19.892231 24.214974 -0.22 0.19 0.33 0.36
H 6.473882 -18.122910 23.134154 -0.11 -0.32 -0.13 0.43
H 4.797600 -17.747653 22.881224 -0.53 -0.02 0.12 0.43
H 6.864080 -16.808792 21.015239 0.91 -0.23 0.22 0.32
H 5.179261 -16.617600 20.952059 -0.08 -0.06 -0.30 0.32
H 5.992625 -17.413367 19.585779 0.09 -0.17 0.21 0.23
C 7.127649 -37.108131 24.739966 -0.56 -0.12 0.13 -0.91
O 6.392440 -36.355505 23.798000 0.77 0.13 -0.11 -0.04
C 6.785623 -36.704787 22.479995 0.04 1.47 -0.27 -1.17
C 6.250420 -35.617372 21.556824 0.35 -1.14 -0.73 -0.14
N 6.863979 -34.348316 21.781448 0.23 -0.35 -0.78 -0.12
C 6.305186 -33.306149 20.964297 -0.56 0.89 0.68 0.62
C 6.762792 -31.943661 21.397843 -0.24 0.71 -0.67 0.31
O 6.351533 -31.717796 22.729754 -0.32 -0.22 0.29 -0.13
C 6.977441 -30.636500 23.374481 0.46 0.06 -0.31 -0.57
H 6.949503 -38.171694 24.528930 0.58 -0.02 0.05 0.35
H 6.654060 -36.920391 25.692763 0.10 0.16 0.41 0.23
H 8.199414 -36.826168 24.784347 -0.48 -0.29 -0.19 0.29
H 6.347774 -37.652751 22.242884 -0.19 -0.80 -0.37 0.49
H 7.884173 -36.747106 22.346781 -0.29 -0.06 0.37 0.42
H 5.159669 -35.622189 21.606430 -0.35 0.21 0.16 0.14
H 6.504598 -35.916826 20.521247 -0.22 -0.08 0.22 0.19
H 6.960364 -34.148529 22.749330 -0.34 0.52 0.74 0.53
H 5.198266 -33.186294 20.973296 0.31 -0.75 0.07 -0.87
H 6.617641 -33.403814 19.929597 0.08 -0.29 -0.35 -0.53
H 6.234694 -31.233373 20.701630 0.71 -0.16 0.59 -0.25
H 7.849543 -31.852957 21.284078 0.04 0.15 0.16 0.50
H 6.854677 -29.699376 22.802992 -0.23 -0.10 0.23 -0.02
H 8.059547 -30.818855 23.413127 0.02 0.05 0.20 0.45
H 6.581640 -30.548271 24.399678 0.11 0.01 -0.57 0.03
C -0.816566 -26.813022 18.598787 -0.02 0.60 -0.12 -1.48
C -0.283942 -25.919271 17.461171 -1.35 1.21 1.85 2.66
C -0.534216 -26.440525 16.094410 -0.44 0.54 -1.65 -1.18
O 0.165677 -27.636027 15.948145 0.37 -1.00 0.04 0.07
C -0.237554 -28.353095 14.811923 -0.53 -0.80 -0.32 -0.49
N -0.914582 -24.566874 17.718568 0.95 -0.44 -1.16 -0.72
H -0.369097 -27.789829 18.638334 0.24 -0.41 -0.06 0.07
H -1.899397 -26.946117 18.474268 0.13 -0.04 -0.08 0.41
H -0.680987 -26.312586 19.570388 0.10 -0.18 -0.37 0.37
H 0.790847 -25.751909 17.507097 0.15 -0.21 0.39 -1.22
H -0.139742 -25.670106 15.374364 -0.16 -0.48 0.23 0.20
H -1.591592 -26.593946 15.774655 0.23 0.17 0.76 0.30
H -0.416713 -27.665496 14.006678 0.07 0.40 -0.75 0.57
H -1.189570 -28.929360 14.918523 0.44 0.42 0.46 0.19
H 0.511444 -29.087660 14.490965 0.04 0.46 0.39 -0.23
H -1.915480 -24.655818 17.846668 -0.05 -0.13 -0.10 0.30
H -0.761672 -23.985358 16.881588 -0.22 -0.16 0.58 0.28
C 9.375075 -26.345904 18.209402 0.12 0.26 0.59 -0.70
C 10.386264 -25.210350 18.010884 -1.34 0.05 -1.79 0.38
C 11.349793 -25.448345 16.826639 -0.69 -0.03 1.02 -0.95
O 12.074522 -26.611668 17.090699 0.34 -0.37 0.19 -0.16
C 13.022437 -26.903939 16.094066 0.29 -0.70 0.80 -0.88
N 9.577243 -24.026709 17.779194 0.46 1.19 1.44 -0.53
H 9.832913 -27.308394 18.378115 0.28 -0.32 0.10 0.14
H 8.709452 -26.439250 17.350496 0.04 0.14 -0.19 0.17
H 8.751595 -26.077527 19.076644 0.16 -0.20 -0.24 0.05
H 10.948655 -25.011279 18.898731 0.46 -0.19 0.59 0.46
H 11.962678 -24.552409 16.773043 0.53 0.14 -0.23 0.42
H 10.802406 -25.547588 15.884046 -0.23 0.05 -0.09 0.31
H 12.534235 -27.041901 15.145077 -0.16 -0.12 -0.65 0.39
H 13.578484 -27.818787 16.377408 -0.50 0.37 -0.12 0.17
H 13.747619 -26.113803 16.032953 0.46 0.60 -0.25 0.38
H 8.995790 -23.938814 16.991682 -0.52 -0.44 -1.12 0.14
H 9.934242 -23.113313 18.033003 0.26 -0.44 -0.04 0.21
C 9.226425 -35.142317 19.026378 0.94 -0.77 0.86 -0.36
C 8.783927 -35.066189 17.625950 -1.80 -0.26 -2.04 0.31
C 7.645457 -34.049948 17.223175 1.05 -1.66 0.31 0.24
O 7.982251 -32.827309 17.717187 -0.18 1.67 0.61 0.71
C 7.161569 -31.788804 17.200439 0.87 0.04 0.38 -0.63
N 9.998928 -35.089849 16.802385 -0.98 -0.24 -0.22 -0.66
H 8.438996 -35.252438 19.759153 -0.18 0.17 0.19 -0.44
H 9.916263 -34.340182 19.317956 -0.36 0.05 -0.04 -0.31
H 9.821672 -36.078144 18.988843 -0.15 0.43 0.66 0.49
H 8.193356 -35.986571 17.414453 0.76 -0.13 0.03 0.43
H 6.700675 -34.452428 17.670658 0.29 0.35 -0.23 0.27
H 7.512983 -34.020247 16.113914 0.26 -0.10 0.71 -0.85
H 6.113121 -31.909955 17.437250 -0.43 -0.30 -0.03 0.25
H 7.334109 -31.754302 16.136399 -0.32 0.27 -0.61 0.56
H 7.491141 -30.861805 17.657111 0.03 0.14 -0.01 -0.71
H 10.709812 -34.450549 17.125082 -0.13 0.35 -0.08 -0.02
H 9.730131 -34.900822 15.848406 0.46 0.18 -0.23 0.32
C -3.050726 -30.251997 17.698734 -0.01 -0.28 -0.33 -1.56
C -1.797189 -31.038612 18.166602 -0.64 1.08 0.06 1.79
C -1.722621 -31.213421 19.659898 0.40 0.43 0.57 -0.81
O -1.607696 -29.914873 20.228737 0.02 0.58 0.26 -0.20
C -1.482610 -29.971830 21.637372 0.55 -1.20 -0.09 -0.74
N -1.691009 -32.318643 17.518758 0.45 -0.20 0.61 -0.53
H -3.207143 -29.251766 18.157273 0.29 -0.70 -0.23 0.19
H -3.980324 -30.854427 17.801072 0.52 0.27 0.22 0.41
H -2.881476 -30.168159 16.616697 -0.32 0.42 0.11 0.37
H -0.932232 -30.404005 17.913285 -0.05 -0.34 -0.09 -0.53
H -0.822351 -31.816989 19.882183 -0.27 0.10 0.12 0.09
H -2.597363 -31.700703 20.107646 -0.08 -0.25 -0.23 0.49
H -1.253851 -29.024336 22.139247 -0.09 -0.02 -0.69 0.25
H -0.686485 -30.704488 21.846665 0.16 0.32 0.33 0.14
H -2.366743 -30.415886 22.084581 -0.49 0.12 0.15 0.35
H -1.294126 -32.259225 16.599224 -0.14 -0.07 -0.48 0.11
H -2.574268 -32.799917 17.559745 -0.05 -0.22 -0.36 0.28
C 3.016202 -35.329608 25.720370 -0.44 0.67 0.66 -1.21
C 2.243643 -35.570579 24.432587 0.45 -0.23 -0.79 -0.01
C 2.497612 -34.383285 23.466633 0.15 -0.61 0.84 0.56
O 1.826670 -34.607057 22.254759 0.06 0.16 -0.35 -0.48
C 2.098171 -33.636043 21.244478 -0.23 0.32 0.66 0.95
N 2.617397 -36.882129 23.891914 -0.76 -0.23 -0.18 -0.70
H 4.095572 -35.396273 25.574203 0.03 -0.09 -0.20 0.17
H 2.735201 -36.049136 26.509443 0.07 0.32 -0.39 0.37
H 2.808266 -34.293041 26.081392 0.12 -0.72 -0.08 0.27
H 1.173652 -35.633037 24.633231 -0.08 0.18 0.09 0.42
H 3.606851 -34.275286 23.371423 -0.51 -0.02 -0.39 -0.22
H 2.120096 -33.485011 23.952974 -0.04 0.27 0.05 0.12
H 1.440146 -32.712200 21.289278 0.48 -1.12 0.08 -0.17
H 1.987064 -34.154871 20.296824 -0.17 0.19 -0.21 0.21
H 3.127446 -33.294852 21.338461 0.08 0.11 -0.11 -0.69
H 3.603137 -36.963828 23.727574 0.51 0.14 -0.10 0.15
H 2.117399 -37.140973 23.033412 0.29 0.48 0.52 0.32
C 3.547999 -31.044910 15.745197 0.42 -0.85 0.26 0.75
C 2.110961 -31.418290 16.063880 -0.74 0.72 1.44 1.41
C 1.409533 -31.658057 14.781158 -1.72 -0.63 -1.67 -1.70
O -0.003534 -31.982920 14.857777 0.11 -0.07 1.16 -0.16
C -0.583470 -32.298544 13.619292 -0.24 0.68 -0.68 -0.93
N 2.054116 -32.542606 17.032833 -0.66 0.16 -0.37 -0.37
H 4.072977 -30.806920 16.660818 0.10 0.20 0.23 -1.16
H 3.664526 -30.223045 15.056254 -0.22 0.30 -0.19 0.78
H 4.093941 -31.902478 15.318991 -0.32 0.08 0.06 -0.94
H 1.609915 -30.548310 16.557913 0.36 -0.48 -0.19 -0.15
H 1.849942 -32.506811 14.263974 0.54 -0.10 -0.28 0.51
H 1.432898 -30.771972 14.145644 0.60 0.04 -0.17 0.38
H -0.058720 -33.107099 13.094626 0.02 0.06 0.11 0.28
H -0.621372 -31.406329 12.962409 0.38 -0.23 0.06 0.32
H -1.646109 -32.563016 13.716276 0.41 -0.18 0.53 0.31
H 1.069172 -32.743301 17.295713 0.78 0.23 -0.33 0.20
H 2.388505 -33.365283 16.538638 0.03 -0.18 0.11 0.32
C 2.054289 -30.137601 20.159957 0.20 0.51 -0.03 0.00
C 3.356068 -30.218423 19.351238 -0.88 0.11 -0.99 1.40
C 4.328201 -29.145457 19.795337 0.73 0.38 -0.64 0.22
O 5.493269 -29.080531 18.917562 -0.99 0.06 -0.36 1.25
C 6.406948 -28.045250 19.251484 -1.62 -0.28 1.71 -0.81
N 3.845688 -31.581056 19.490145 0.33 0.44 0.54 0.87
H 1.603847 -29.152648 20.199680 -0.04 0.38 -0.33 -0.17
H 2.296940 -30.376834 21.175286 0.20 -0.28 0.81 -0.62
H 1.264942 -30.826900 19.869860 0.19 -0.18 -0.44 0.01
H 3.158041 -29.949825 18.287458 -0.18 -0.20 0.38 -1.12
H 4.735266 -29.376861 20.768543 -0.19 0.18 0.83 -0.11
H 3.788258 -28.166623 19.764187 0.54 -0.57 0.27 -0.34
H 5.919641 -27.077038 19.479363 -0.06 -0.34 -0.23 -0.05
H 7.096902 -27.918298 18.477548 1.00 0.04 -1.33 0.19
H 6.928102 -28.342682 20.154752 0.42 0.04 0.36 0.06
H 3.256825 -32.230125 18.983013 -0.08 0.11 -0.29 0.17
H 4.777030 -31.645193 19.125695 0.44 -0.13 -0.32 -0.82
```
Positions in Å, forces in eV/Å.

Results
Lowest unoccupied orbital energy ... 0.37 eV
Orbital gap ... 8.75 eV
Energy above the lowest of the compared OMol25 structures with the same formula, charge and spin ... 0.0 kJ/mol
HOMO energy ... -8.3785 eV
Calculated total energy ... -5122.38642 Eh
Charge ... 0